18
Properties=species:S:1:pos:R:3:forces:R:3:nbo_charge:R:1 method="wB97M-V/def2-TZVPD" smiles="CC(=O)O.CCN" spin_multiplicity=1 gap_ev=9.54 de_lowest_kj_mol=254.7 homo_ha=-0.3276
C 0.19489 0.84788 2.14935 -1.62 -6.22 -0.36 -0.745
C -0.80659 1.73826 1.62416 -0.24 5.86 2.04 0.765
O -1.99968 1.90496 1.78361 1.15 -2.39 -0.82 -0.542
O -0.12884 2.97496 1.27273 -1.90 -1.83 -2.37 -0.721
H 0.34292 0.81314 3.21519 -0.43 0.60 0.46 0.270
H 1.14628 0.72358 1.69858 0.73 0.95 -0.80 0.249
H -0.27423 -0.24856 1.91293 0.94 2.23 0.86 0.239
H -0.83834 3.22721 0.60888 1.32 0.90 1.09 0.482
C 0.31078 -1.71842 -0.40199 -3.45 1.16 1.09 -0.629
C -0.21464 -0.96487 -1.64460 -1.70 0.69 -0.32 -0.210
N 0.67425 -0.87971 -2.77004 0.01 3.63 -0.62 -0.880
H 0.93647 -1.18069 0.31888 -0.09 0.38 -0.59 0.201
H 0.80280 -2.63225 -0.56574 0.35 -1.33 -0.68 0.209
H -0.70775 -1.90475 0.12534 1.85 -0.20 -0.25 0.206
H -1.22070 -1.37022 -2.08829 1.61 -0.01 1.42 0.178
H -0.57975 0.11080 -1.33928 1.06 -1.84 -0.48 0.185
H 0.99932 0.10955 -2.90135 -0.08 -1.85 -0.03 0.367
H 1.36279 -1.55089 -2.99835 0.47 -0.71 0.37 0.374



18
Properties=species:S:1:pos:R:3:forces:R:3:nbo_charge:R:1 method="wB97M-V/def2-TZVPD" spin_multiplicity=1 gap_ev=8.67 de_lowest_kj_mol=539.9 homo_ha=-0.3252
C -0.22627 -1.25593 -1.20199 -0.11 0.05 0.04 -0.204
C -1.05374 -1.65475 0.01351 0.11 0.06 -0.21 -0.622
N 1.14059 -1.72605 -1.03931 0.11 -0.01 -0.01 -0.846
H 1.53657 -1.33797 -0.18771 0.03 0.04 -0.07 0.375
H 1.72077 -1.43674 -1.81878 -0.01 -0.03 0.11 0.351
H -0.64025 -1.72245 -2.10178 -0.02 0.08 0.05 0.182
H -0.29886 -0.16130 -1.34980 -0.01 -0.11 0.02 0.134
H -2.08076 -1.30262 -0.08068 -0.07 0.00 0.03 0.198
H -0.61378 -1.23362 0.91704 0.00 0.04 0.05 0.213
H -1.05834 -2.73735 0.11612 -0.04 -0.09 0.02 0.215
C 0.61188 2.12309 0.24527 0.67 0.04 0.15 0.358
C -0.54086 2.05291 1.12268 0.65 -1.85 0.87 -0.796
O 1.59654 1.33419 0.41717 -0.69 1.16 -0.54 -0.094
O 1.44558 0.42315 1.39763 0.18 -1.03 0.28 -0.494
H -0.08461 1.34666 1.94013 -0.78 1.75 -0.45 0.319
H 0.81469 2.91941 -0.46008 0.06 -0.16 -0.23 0.188
H -0.98312 3.02398 1.32521 0.05 -0.14 0.21 0.248
H -1.28601 1.34537 0.74536 -0.14 0.19 -0.33 0.275



18
Properties=species:S:1:pos:R:3:forces:R:3:nbo_charge:R:1 method="wB97M-V/def2-TZVPD" smiles="C=NC(=C)C.O.O" spin_multiplicity=1 gap_ev=8.68 de_lowest_kj_mol=378.0 homo_ha=-0.2964
C 0.95397 -0.51087 -1.46222 -0.66 -2.91 0.97 -0.032
N 0.55203 -1.57073 -0.85093 0.39 -0.20 -1.42 -0.438
C 0.49918 -1.62814 0.52066 -1.87 2.95 2.53 0.143
C 0.01587 -0.55897 1.26513 1.08 -1.30 1.71 -0.478
C 0.89206 -2.93857 1.21251 0.24 0.22 -1.89 -0.654
H 1.17037 -0.71543 -2.47704 -0.18 0.64 -1.28 0.175
H 1.20800 0.39316 -0.98556 0.38 1.14 0.72 0.164
H -0.81902 0.17379 1.05408 1.65 -0.62 -0.26 0.245
H 0.48715 -0.59046 2.34351 -1.85 0.08 -1.74 0.186
H 0.01169 -3.53106 1.56862 0.58 0.70 -0.46 0.226
H 1.33101 -3.44179 0.29085 0.16 -0.28 1.91 0.231
H 1.52987 -2.72841 2.09396 0.03 -0.40 -0.79 0.228
O -3.13608 1.15683 0.79814 -1.65 1.65 1.58 -0.940
H -3.71812 1.72459 1.42900 1.60 -1.56 -1.62 0.473
H -3.30457 1.56344 -0.06128 0.09 -0.09 0.04 0.471
O 0.79279 4.22175 -1.44453 4.17 1.29 -1.04 -0.929
H 1.04132 4.81334 -2.23786 -1.11 -1.26 1.57 0.464
H 1.77800 4.12468 -1.10719 -3.05 -0.05 -0.53 0.465



18
Properties=species:S:1:pos:R:3:forces:R:3:nbo_charge:R:1 method="wB97M-V/def2-TZVPD" smiles=C[C@@H](O)[C@@H](N)CO spin_multiplicity=1 gap_ev=10.61 de_lowest_kj_mol=235.0 homo_ha=-0.3595
C 1.97942 -0.64264 0.07196 0.25 -1.06 1.03 -0.628
C 0.62798 -0.50580 0.77368 -0.81 2.12 -1.17 0.081
O 0.80324 0.73290 1.56159 -0.03 -1.36 0.89 -0.745
C -0.75303 -0.45433 -0.03458 1.62 0.63 1.11 -0.083
N -1.87744 -0.42310 0.97577 0.11 2.42 -1.77 -0.814
C -0.80855 0.76834 -1.04008 -0.64 -1.79 -0.30 -0.109
O 0.00833 0.40200 -2.23461 -1.16 0.68 1.40 -0.743
H 2.73548 -0.45179 0.94478 -0.95 -0.27 -2.09 0.203
H 2.13135 -1.66994 -0.31440 0.02 0.43 0.21 0.209
H 2.05773 0.03412 -0.78563 0.22 0.12 0.52 0.237
H 0.40249 -1.23612 1.48327 0.16 -1.70 1.07 0.172
H 1.32481 0.34732 2.31990 -0.86 1.26 -0.95 0.466
H -0.91107 -1.44368 -0.49774 0.53 0.65 -0.55 0.204
H -2.71446 -0.47413 0.30770 1.07 0.33 1.74 0.346
H -1.80683 0.59533 1.32597 -0.70 -2.01 -0.34 0.360
H -0.42997 1.75796 -0.57676 -0.89 -1.64 -0.71 0.207
H -1.94683 0.69078 -1.27912 1.91 1.15 -0.10 0.167
H -0.46818 0.73914 -3.00002 0.13 0.02 0.01 0.472



18
Properties=species:S:1:pos:R:3:forces:R:3:nbo_charge:R:1 method="wB97M-V/def2-TZVPD" smiles="CC(N)=O.CCO" spin_multiplicity=1 gap_ev=10.57 de_lowest_kj_mol=149.1 homo_ha=-0.3650
C -0.86641 -0.03547 -2.31451 -3.47 1.28 1.81 -0.704
C 0.25192 -0.81776 -1.69453 1.00 1.81 -1.68 0.644
N 0.00541 -2.01069 -1.15455 -0.81 -1.63 1.08 -0.820
O 1.38585 -0.38297 -1.83749 -0.09 -0.25 0.76 -0.608
H -1.12769 1.04438 -1.87857 1.29 -2.23 -0.67 0.224
H -1.87698 -0.53353 -2.09078 1.32 0.40 -0.89 0.207
H -0.68367 0.13505 -3.36233 -0.04 -0.20 -0.32 0.251
H 0.73025 -2.39811 -0.58686 0.54 -0.19 -0.08 0.404
H -0.84617 -2.56865 -1.16006 0.18 0.95 -0.18 0.404
C 0.30831 0.71522 2.83247 0.88 0.67 -1.16 -0.633
C 0.57129 0.73026 1.30140 -0.13 0.31 -0.29 -0.055
O -0.02000 1.83417 0.62638 -0.24 1.24 1.01 -0.754
H -0.68757 0.47493 3.15795 -0.88 0.64 -0.33 0.206
H 0.69944 1.67309 3.27498 -0.31 -1.30 -0.02 0.218
H 0.79074 -0.21315 3.11036 0.99 0.18 0.69 0.208
H 1.69669 0.84291 1.11993 -1.48 -0.88 0.22 0.177
H 0.07198 -0.16213 0.88940 0.96 -0.14 0.08 0.156
H -0.40339 1.67247 -0.23319 0.29 -0.66 -0.02 0.474



18
Properties=species:S:1:pos:R:3:forces:R:3:nbo_charge:R:1 method="wB97M-V/def2-TZVPD" smiles="CC(C)C(N)=O.O" spin_multiplicity=1 gap_ev=10.41 de_lowest_kj_mol=32.2 homo_ha=-0.3493
C 0.19240 -2.08035 0.20988 0.27 -0.28 -0.24 -0.595
C -0.33898 -0.68616 -0.08638 0.18 0.04 -0.68 -0.311
C -0.79613 -0.63869 -1.55994 -0.57 -0.17 1.08 -0.597
C 0.71374 0.37063 0.19161 0.17 0.37 0.30 0.676
N 1.85337 0.31504 -0.57510 -0.36 -0.17 0.30 -0.850
O 0.60866 1.19060 1.08493 -0.01 -0.47 -0.02 -0.597
H 0.64185 -2.21342 1.18897 -0.04 0.21 0.20 0.220
H 0.94407 -2.37452 -0.52750 0.05 0.10 0.02 0.201
H -0.61563 -2.79119 0.10666 -0.29 -0.26 0.08 0.208
H -1.18570 -0.46950 0.55396 -0.06 0.16 0.19 0.222
H 0.05044 -0.86470 -2.19428 0.01 0.28 -0.50 0.191
H -1.53582 -1.42537 -1.70342 0.01 -0.13 -0.12 0.212
H -1.31690 0.29932 -1.75822 0.44 0.07 -0.37 0.221
H 1.85201 -0.06097 -1.50257 0.14 -0.14 -0.01 0.389
H 2.61762 0.88213 -0.26068 0.06 0.27 -0.23 0.405
O -0.86228 3.52576 2.22299 0.39 0.35 -0.09 -0.935
H -1.35106 2.77276 2.55813 -0.18 0.01 -0.08 0.473
H -1.47164 4.24863 2.05096 -0.21 -0.24 0.15 0.463



18
Properties=species:S:1:pos:R:3:forces:R:3:nbo_charge:R:1 method="wB97M-V/def2-TZVPD" spin_multiplicity=2 gap_ev="10.00 / 4.91" charge=+1 de_lowest_kj_mol=156.2 homo_ha="-0.5068 / -0.5065"
C 0.27886 2.10829 -1.94990 1.29 0.50 4.26 -0.699
C 1.28837 1.32185 -1.11676 1.90 -1.87 -0.91 0.773
O 1.11684 -0.05144 -1.30033 -4.33 1.71 -2.39 -0.749
O 2.28982 1.58531 -0.54122 0.30 1.96 1.11 -0.545
H 0.24199 1.40721 -2.70919 -1.33 -0.50 -2.23 0.259
H 0.64993 3.12412 -2.09730 -0.05 -0.39 -0.47 0.268
H -0.53510 2.16862 -1.19104 -0.36 -0.09 -1.33 0.214
C -1.06726 -1.24898 0.69340 -2.41 -1.20 5.25 -0.278
C 0.15800 -1.84910 1.33259 2.47 -1.24 -1.27 -0.633
N -1.44033 0.00518 1.38102 0.76 -0.84 -1.65 -0.192
H -1.00670 -1.08515 -0.30964 0.12 0.58 -3.14 0.291
H -1.93156 -1.93465 1.02999 1.07 0.98 -1.29 0.247
H 1.16375 -1.56755 0.89560 -1.36 -0.47 -0.19 0.231
H 0.08086 -2.98323 1.37077 0.06 1.55 -0.07 0.276
H -0.87908 0.83353 1.40456 1.05 0.47 0.13 0.406
H 1.65538 -0.56808 -0.77978 2.54 -1.22 1.82 0.487
H -2.38767 0.19861 1.59535 -1.38 -0.07 0.50 0.408
H 0.32388 -1.46452 2.29187 -0.34 0.15 1.86 0.237



19
Properties=species:S:1:pos:R:3:forces:R:3:nbo_charge:R:1 method="wB97M-V/def2-TZVPD" smiles="N[C@@H](C=O)CCS.O" spin_multiplicity=1 gap_ev=9.83 de_lowest_kj_mol=147.4 homo_ha=-0.3366
N -0.14534 0.50556 0.40554 -0.55 0.66 0.04 -0.849
C 1.05500 0.21056 -0.35691 0.09 0.56 0.25 -0.153
C 1.71871 1.56788 -0.61017 0.27 0.15 -0.08 0.453
O 2.90492 1.74968 -0.58843 0.18 -0.08 -0.04 -0.520
C 2.06036 -0.64735 0.40652 -0.62 0.66 0.68 -0.439
C 1.48674 -1.92567 0.95256 0.37 -1.84 -0.57 -0.476
S 1.59164 -3.31358 -0.30099 -0.31 0.51 0.28 -0.071
H -0.93060 0.65992 -0.20196 -0.16 0.23 -0.23 0.365
H -0.48611 -0.14463 1.08550 0.49 -0.55 0.24 0.373
H 0.76345 -0.14357 -1.33713 0.21 -0.62 -0.48 0.191
H 1.05610 2.43332 -0.79456 -0.33 -0.18 -0.01 0.113
H 2.98605 -0.75279 -0.14902 -0.06 -0.30 -0.13 0.248
H 2.31178 -0.00260 1.24454 0.23 0.00 0.37 0.226
H 0.48596 -1.87444 1.36481 -0.33 0.31 -0.41 0.203
H 2.02940 -2.39708 1.76474 0.59 0.52 0.19 0.225
H 1.65198 -2.51641 -1.37255 -0.08 -0.03 -0.10 0.112
O -7.02460 1.91509 -0.26535 0.31 0.49 -0.35 -0.930
H -6.76193 2.82284 -0.05614 -0.16 -0.22 0.23 0.465
H -6.75351 1.85326 -1.19100 -0.15 -0.27 0.12 0.465